1.
The following is a DFT calculation (ωB97M-V/def2-TZVPD) of a structure of composition C20H39BrGaO10S5.

Each line ends with the Löwdin charge.
Cartesian coordinates (Å):
C: 2.02639 -3.50423 3.15832  -0.043
C: 0.85406 -3.12309 2.43740  -0.214
C: -0.58690 -2.52902 1.83207  -0.277
Ga: -0.90585 -0.65902 2.75126  -0.134
S: 0.77929 -0.42222 4.32781  0.241
Br: -0.89484 1.16471 1.14994  0.181
C: -2.75561 -0.80380 3.71526  -0.263
O: -2.76570 -1.98907 4.62436  -0.284
O: -3.36171 -2.92069 3.91095  -0.148
H: 2.75980 -3.75047 4.06713  0.030
H: -1.43756 -3.29787 2.08076  0.040
H: -0.48671 -2.41043 0.66719  0.043
H: 1.23170 0.90583 4.38340  -0.232
H: -3.55210 -0.95310 2.84178  0.085
H: -3.02476 0.19832 4.25675  0.046
H: -2.75994 -3.74498 3.92693  0.134
C: 4.70536 0.54435 -1.23018  -0.225
C: 3.53736 1.52786 -1.28555  -0.211
C: 2.30190 0.74800 -1.73225  -0.227
S: 2.55278 -0.93682 -1.19365  0.685
O: 2.67764 -1.78062 -2.36350  -0.336
O: 1.63002 -1.23564 -0.11677  -0.334
C: 4.17644 -0.68367 -0.50426  -0.226
H: 5.57223 0.97175 -0.71783  0.117
H: 5.01136 0.27607 -2.24843  0.085
H: 3.36704 1.94839 -0.28701  0.122
H: 3.74321 2.36292 -1.96246  0.114
H: 1.39036 1.14306 -1.27667  0.074
H: 2.20291 0.74451 -2.82122  0.105
H: 4.79093 -1.57215 -0.65914  0.065
H: 4.05888 -0.48837 0.56583  0.118
C: -2.71578 3.04253 -2.48858  -0.220
C: -2.52849 3.45863 -3.94679  -0.229
C: -1.39538 4.48249 -3.98966  -0.237
S: -0.33386 4.11141 -2.60145  0.667
O: -0.39193 5.21716 -1.66867  -0.321
O: 0.92028 3.57422 -3.09034  -0.338
C: -1.31714 2.77393 -1.95342  -0.272
H: -3.35727 2.16121 -2.39692  0.120
H: -3.18191 3.86125 -1.92745  0.123
H: -2.25503 2.58054 -4.54438  0.117
H: -3.44921 3.87070 -4.37151  0.111
H: -0.82078 4.40804 -4.91638  0.101
H: -1.77187 5.50157 -3.86551  0.103
H: -1.26806 2.76810 -0.86322  -0.001
H: -0.91515 1.83851 -2.35396  0.109
C: -7.50825 1.64778 6.05855  -0.233
C: -7.78617 1.00648 4.69984  -0.225
C: -6.95910 1.75976 3.65937  -0.226
S: -5.53169 2.39878 4.52297  0.681
O: -5.60421 3.84476 4.52576  -0.325
O: -4.34994 1.68235 4.08633  -0.329
C: -5.99727 1.80706 6.13812  -0.232
H: -7.89197 1.03790 6.88161  0.114
H: -7.99277 2.63016 6.10973  0.118
H: -7.47891 -0.04611 4.72369  0.121
H: -8.85165 1.03164 4.45082  0.112
H: -6.63018 1.09999 2.85250  0.108
H: -7.51234 2.60731 3.24554  0.104
H: -5.67991 2.51834 6.90254  0.109
H: -5.50722 0.84148 6.29481  0.115
C: 5.28962 -4.22951 -5.13664  -0.227
C: 6.74025 -4.52228 -4.75645  -0.227
C: 7.25128 -3.33196 -3.94649  -0.229
S: 5.82069 -2.62014 -3.14750  0.687
O: 5.60206 -1.29542 -3.68922  -0.316
O: 5.89550 -2.87262 -1.72233  -0.325
C: 4.62297 -3.72795 -3.86434  -0.231
H: 4.78615 -5.11692 -5.53118  0.116
H: 5.25959 -3.45115 -5.90845  0.120
H: 6.78027 -5.43047 -4.14283  0.118
H: 7.36304 -4.69541 -5.63966  0.112
H: 7.97420 -3.64227 -3.18780  0.104
H: 7.69356 -2.56858 -4.59248  0.105
H: 3.68740 -3.19760 -4.04987  0.096
H: 4.45863 -4.54625 -3.15694  0.120

Summary:
energy relative to the best compared isomer or geometry (same formula, charge and spin)	327.2	kJ/mol
HOMO energy	-4.36	eV
total charge	-1
E_LUMO	1.9	eV
DFT total energy	-8027.3846	Eh
2S+1	1
HOMO-LUMO gap	6.3	eV

---

2.
The following is a DFT calculation (ωB97M-V/def2-TZVPD) of a cluster of 4 separate species, C20H39BrN2O4P in total.

Each line ends with the natural charge from an NBO analysis.
Cartesian coordinates (Å):
C: 1.28144 -5.03591 -0.82956  -0.332
C: 2.19491 -4.65127 -1.74350  -0.217
C: 2.39339 -3.19114 -1.98875  -0.261
C: 3.84012 -2.62748 -2.24018  -0.472
C: 3.45155 -1.20150 -2.48753  0.109
P: 4.42870 0.27925 -1.97286  1.089
O: 5.78185 0.20634 -2.83736  -0.949
Br: 3.15479 1.86774 -2.85322  -0.184
N: 2.30987 -1.20175 -3.07401  -0.450
C: 1.72484 -2.57491 -3.23278  0.118
N: 0.30809 -2.40148 -3.30994  -0.632
C: -0.38350 -2.07579 -2.06114  -0.234
C: -1.74810 -1.41285 -2.32454  -0.612
H: 0.70849 -5.94715 -0.92118  0.221
H: 1.13460 -4.41214 0.04526  0.199
H: 2.80286 -5.39195 -2.25374  0.222
H: 2.09818 -2.70769 -1.05556  0.226
H: 4.10674 -2.99842 -3.23547  0.245
H: 4.61626 -2.81173 -1.51133  0.257
H: 6.49106 0.05051 -2.19888  0.528
H: 1.76066 -0.39867 -3.36806  0.459
H: 2.11244 -3.04747 -4.13337  0.223
H: -0.12289 -3.19152 -3.76522  0.392
H: -0.56825 -2.98086 -1.48075  0.188
H: 0.19453 -1.41218 -1.42136  0.185
H: -2.43641 -1.71456 -1.54579  0.245
H: -2.09427 -1.70128 -3.31242  0.212
H: -1.62993 -0.33467 -2.26694  0.209
C: 6.00849 4.35816 0.64166  -0.431
C: 6.80471 3.46765 1.59157  -0.431
C: 6.48888 2.07944 1.05717  -0.068
O: 6.27783 2.22691 -0.35562  -0.574
C: 6.16423 3.62298 -0.68032  -0.068
H: 6.36808 5.38387 0.59634  0.230
H: 4.95829 4.37763 0.94119  0.204
H: 7.87158 3.67589 1.49110  0.210
H: 6.53237 3.58723 2.63810  0.228
H: 5.57082 1.68060 1.50195  0.166
H: 7.29534 1.36595 1.22851  0.187
H: 7.07597 3.92882 -1.20141  0.176
H: 5.31680 3.77027 -1.35065  0.182
C: -2.73752 2.09170 0.73848  -0.429
C: -4.18959 2.18195 0.28360  -0.439
C: -4.32175 0.94285 -0.58906  -0.066
O: -3.42624 -0.03497 -0.04371  -0.553
C: -2.56305 0.58968 0.91102  -0.064
H: -2.52629 2.64937 1.64896  0.226
H: -2.07532 2.46121 -0.04939  0.193
H: -4.85276 2.10699 1.14830  0.224
H: -4.42691 3.10136 -0.24857  0.222
H: -4.01845 1.14866 -1.62231  0.161
H: -5.33349 0.53702 -0.60162  0.188
H: -2.86756 0.26815 1.91229  0.173
H: -1.53539 0.25877 0.73857  0.166
C: -6.96500 -0.76215 3.39443  -0.431
C: -6.70464 -0.42614 4.85807  -0.431
C: -5.77115 0.76894 4.74018  -0.066
O: -6.12574 1.45186 3.53195  -0.544
C: -7.00716 0.62140 2.76300  -0.067
H: -7.87907 -1.32989 3.22954  0.222
H: -6.12882 -1.33600 2.98733  0.200
H: -7.63636 -0.12836 5.34338  0.206
H: -6.27190 -1.24629 5.42838  0.219
H: -4.72537 0.45052 4.66120  0.159
H: -5.85999 1.45822 5.57994  0.188
H: -8.01147 1.05330 2.81626  0.171
H: -6.68443 0.61702 1.72038  0.176

Summary:
HOMO energy	-10.92	eV
total charge	+1
E_LUMO	-4.1	eV
DFT total energy	-4110.9987	Eh
2S+1	1
HOMO-LUMO gap	6.8	eV

---

3.
The following is a DFT calculation (ωB97M-V/def2-TZVPD) of a cluster of 4 separate species, C20H39ClIN6O6 in total.

Each line ends with the Löwdin charge.
Cartesian coordinates (Å):
C: 6.44974 3.24689 -0.57956  -0.066
C: 6.84882 1.88177 -0.06396  -0.210
O: 5.66566 1.06260 0.00144  -0.043
C: 5.83243 -0.14835 0.55091  -0.489
O: 6.90006 -0.55823 0.92257  0.122
C: 4.55728 -0.94907 0.67626  -0.067
C: 3.27214 -0.29832 0.13360  -0.152
C: 2.20991 -0.05910 1.21661  -0.227
N: 1.48596 1.20949 1.03696  -0.439
I: 2.45464 2.87616 1.68221  1.103
C: 0.33001 1.29934 0.40406  -0.449
N: -0.34784 0.25638 -0.11650  0.140
C: -1.78822 0.68035 -0.27508  -0.054
C: -1.77457 2.15038 0.19649  -0.236
C: -2.44285 2.48775 1.52821  -0.122
C: -2.22993 1.48659 2.62502  -0.798
O: -1.52007 0.53072 2.58635  0.061
Cl: -3.11677 1.88583 4.09249  0.711
N: -0.33313 2.45543 0.12631  0.126
H: 6.00642 3.86981 0.19738  0.067
H: 7.34715 3.75919 -0.93187  0.082
H: 5.76255 3.16878 -1.42123  0.080
H: 7.58074 1.40986 -0.71862  0.129
H: 7.29497 1.94000 0.92834  0.127
H: 4.44697 -1.16850 1.73977  0.132
H: 4.72086 -1.90595 0.18236  0.095
H: 2.84521 -0.92829 -0.64721  0.120
H: 3.49704 0.66007 -0.32914  0.092
H: 2.67050 -0.02025 2.20210  0.104
H: 1.47865 -0.86464 1.22769  0.119
H: -0.24130 -0.62506 0.36420  0.136
H: -2.05866 0.52908 -1.31406  0.108
H: -2.41446 0.03548 0.33127  0.116
H: -2.30947 2.73835 -0.55105  0.149
H: -3.50327 2.69051 1.37074  0.116
H: -2.02659 3.42836 1.90820  0.134
H: -0.00951 3.28675 0.60175  0.063
C: -6.19149 5.77634 -0.67694  -0.007
C: -5.99589 4.34382 -0.24163  -0.555
O: -5.24983 3.58443 -0.84583  0.011
N: -6.68778 3.92206 0.84691  0.006
C: -7.61084 4.67870 1.67505  -0.069
H: -5.57769 5.94983 -1.55459  0.084
H: -7.23419 5.96778 -0.93029  0.089
H: -5.89267 6.46866 0.11071  0.086
H: -6.53462 2.95255 1.07497  0.134
H: -7.26668 4.70563 2.70951  0.084
H: -8.60352 4.22837 1.65350  0.087
H: -7.68956 5.69762 1.31340  0.072
C: 6.56966 -5.49107 0.40156  -0.003
C: 5.27597 -4.97300 -0.17678  -0.536
O: 4.65538 -4.06263 0.36023  0.008
N: 4.82065 -5.54846 -1.31423  0.011
C: 5.42260 -6.62642 -2.07821  -0.069
H: 6.78873 -4.92474 1.30063  0.085
H: 6.48718 -6.54796 0.65620  0.087
H: 7.38983 -5.36506 -0.30550  0.088
H: 3.95199 -5.16084 -1.64637  0.138
H: 5.64689 -6.29855 -3.09373  0.085
H: 4.74814 -7.48158 -2.13212  0.085
H: 6.34609 -6.94724 -1.60983  0.072
C: -3.99698 -2.97695 -0.41914  -0.007
C: -4.19600 -2.07481 -1.61620  -0.540
O: -3.32661 -1.29821 -1.99474  0.010
N: -5.37720 -2.15558 -2.26658  0.015
C: -6.51337 -3.01078 -1.97284  -0.066
H: -3.00480 -2.79818 -0.01592  0.073
H: -4.73862 -2.77277 0.35372  0.086
H: -4.07370 -4.02599 -0.70414  0.088
H: -5.44653 -1.53085 -3.05516  0.144
H: -6.72960 -3.66322 -2.81896  0.087
H: -7.39981 -2.41111 -1.76452  0.086
H: -6.30622 -3.62997 -1.10711  0.071

Summary:
HOMO energy	-11.32	eV
total charge	+1
E_LUMO	-3.6	eV
DFT total energy	-2323.1981	Eh
2S+1	1
HOMO-LUMO gap	7.7	eV